DFT (wB97M-V/def2-TZVPD) results for a cluster of 2 separate species, C8H20BrN2O in total.

```
32
Properties=species:S:1:pos:R:3:forces:R:3:nbo_charge:R:1
C 0.580 2.630 2.905 0.0867 -0.0112 -0.0368 -0.650
C -0.480 1.551 3.086 -0.0318 0.0460 0.1347 -0.165
Br -0.467 0.353 1.495 0.0458 -0.1377 -0.1812 -0.158
C -0.291 0.727 4.361 -0.0114 0.0676 0.0783 -0.482
C 0.985 -0.080 4.544 -0.1740 -0.0431 -0.1455 -0.571
N 0.690 -1.525 4.271 0.1940 0.0348 0.0877 -0.909
H 1.509 2.313 3.379 -0.0021 -0.0063 -0.0616 0.233
H 0.780 2.852 1.858 -0.0713 0.0369 0.0006 0.206
H 0.240 3.553 3.384 0.0204 -0.0431 0.0914 0.198
H -1.480 1.988 3.039 -0.0094 -0.0115 -0.0830 0.183
H -0.428 1.504 5.143 0.0255 -0.0258 -0.0121 0.172
H -1.139 0.043 4.470 -0.0137 0.0366 0.0069 0.208
H 1.721 0.274 3.801 0.0789 -0.0015 0.1274 0.099
H 1.012 -1.819 3.348 -0.1177 0.0005 -0.0174 0.308
H 1.195 -2.097 4.934 0.0028 0.0146 -0.0550 0.329
C 0.835 -1.603 -4.032 -0.0107 0.0282 -0.0041 -0.612
C 0.500 -1.304 -2.575 0.0621 -0.0195 0.0354 -0.080
C -0.982 -1.029 -2.308 0.0022 -0.0374 -0.0034 -0.077
O -1.437 0.235 -2.763 0.0409 0.0171 -0.0222 -0.542
C -1.848 0.286 -4.107 -0.0493 -0.0455 0.0121 -0.242
N 1.366 -0.230 -2.092 -0.0784 0.0313 0.0251 -0.835
H 0.839 -0.689 -4.627 -0.0132 -0.0002 -0.0029 0.196
H 1.832 -2.039 -4.101 0.0083 0.0162 -0.0028 0.216
H 0.118 -2.298 -4.475 0.0029 -0.0081 0.0019 0.196
H 0.739 -2.196 -1.986 -0.0196 -0.0096 -0.0207 0.188
H -1.123 -1.032 -1.226 -0.1058 0.1070 0.0074 0.207
H -1.613 -1.820 -2.740 0.0487 -0.0334 0.0189 0.152
H -2.367 -0.636 -4.399 -0.0154 0.0143 -0.0019 0.159
H -1.016 0.442 -4.800 0.0125 -0.0044 0.0106 0.159
H -2.541 1.122 -4.203 0.0086 0.0054 -0.0098 0.184
H 1.239 -0.117 -1.090 0.0567 -0.0189 0.0280 0.376
H 1.033 0.643 -2.493 0.0268 0.0010 -0.0058 0.351
```
Forces are in eV/Å.

Computed properties:
- total charge = -1
- highest occupied orbital energy (Eh) = -0.0410